Entry 1:
Entry from the Open Molecules 2025 dataset: a 2-piece molecular cluster, C9H12 overall in a non-equilibrium geometry (ωB97M-V/def2-TZVPD).

Structure (XYZ):
```
21
C9H12 (ωB97M-V/def2-TZVPD)
C -2.31 -0.33 0.37
C -0.92 -0.27 -0.37
C -0.30 1.16 -0.77
C 0.95 1.49 0.08
C 1.39 -0.01 0.32
C 1.42 -0.68 -1.27
C -0.09 -0.23 -1.54
C 0.05 -0.71 0.73
C -0.18 -0.89 2.00
H -2.01 0.90 1.23
H -3.16 -0.24 -0.57
H -2.43 -1.28 0.76
H -0.58 2.01 -1.52
H 0.89 2.20 0.94
H 1.92 1.88 -0.56
H 2.38 -0.39 0.75
H 2.06 -0.10 -1.98
H 1.69 -1.71 -1.29
H -0.49 -0.57 -2.41
H -1.09 -1.08 2.45
H 0.79 -1.16 2.65
```

As for the gap between HOMO and LUMO: 0.360 Ha. The HOMO energy is -9.01 eV.



Entry 2:
Entry from the Open Molecules 2025 dataset: one molecule with the formula C6H14OS in a non-equilibrium geometry (ωB97M-V/def2-TZVPD).

Structure (XYZ):
```
22
C6H14OS (ωB97M-V/def2-TZVPD)
C -0.73 -2.28 1.37
C -0.49 0.26 0.98
C 0.20 0.63 -0.40
C 1.55 1.27 0.03
C -0.74 1.77 -0.94
C 0.19 -0.51 -1.35
H -1.78 -1.99 1.48
H -0.51 -2.68 0.41
H -0.63 -3.02 2.14
H -1.55 -0.01 0.73
H -0.61 1.19 1.55
H 2.10 0.43 0.31
H 1.91 1.68 -0.93
H 1.42 2.00 0.90
H -1.71 1.45 -1.36
H -0.19 2.54 -1.75
H -0.79 2.48 -0.11
H 0.40 -0.07 -2.37
H -0.81 -1.02 -1.35
H 1.22 -1.70 -0.12
O 1.28 -1.47 -1.13
S 0.28 -0.96 1.92
```

As for the SMILES: CSCC(C)(C)CO. As for the gap between HOMO and LUMO: 0.350 Ha. The HOMO energy is -8.77 eV.



Entry 3:
Entry from the Open Molecules 2025 dataset: a 2-piece molecular cluster, C6H8 overall in a non-equilibrium geometry (ωB97M-V/def2-TZVPD).

Structure (XYZ):
```
14
C6H8 (ωB97M-V/def2-TZVPD)
C -0.87 0.77 0.38
C -1.12 -0.11 -0.58
C 2.19 0.63 0.97
C 2.50 -0.04 -0.12
C -0.02 0.84 -0.85
C -2.14 -1.14 -1.04
H -0.94 1.01 1.42
H 2.52 1.64 1.33
H 1.39 0.30 1.61
H 3.39 0.38 -0.69
H 2.21 -0.94 -0.59
H -2.39 -1.07 -2.13
H -3.13 -1.10 -0.43
H -1.69 -2.06 -0.76
```

As for the SMILES: CC1=C=C1.C=C. As for the gap between HOMO and LUMO: 0.348 Ha. The HOMO energy is -8.58 eV.



Entry 4:
Entry from the Open Molecules 2025 dataset: C28H31N4PdSe as an isolated structure (ωB97M-V/def2-TZVPD).

Structure (XYZ):
```
65
C28H31N4PdSe (ωB97M-V/def2-TZVPD)
Pd -0.49 0.34 0.77
C -1.03 3.29 3.46
C 0.32 2.79 2.95
C 0.67 1.39 3.44
N -0.05 0.32 2.77
C -0.07 -0.86 3.32
C 0.60 -1.16 4.55
C 0.37 -2.16 5.47
C -0.55 -3.20 5.45
C -1.32 -3.56 4.36
C -1.34 -3.06 3.07
C -0.64 -1.96 2.48
N -0.50 -1.75 1.20
C -0.70 -2.80 0.22
C -1.26 -2.31 -1.11
C -0.48 -1.14 -1.70
N -0.93 0.11 -1.14
C -1.81 0.88 -1.72
C -2.49 0.53 -2.92
C -3.25 1.30 -3.78
C -3.58 2.64 -3.75
C -3.25 3.52 -2.72
C -2.65 3.29 -1.51
C -2.12 2.10 -0.93
N -1.81 2.01 0.34
C -2.21 3.10 1.22
C -2.22 2.70 2.70
H -1.07 4.38 3.37
H -1.12 3.06 4.53
H 1.11 3.46 3.29
H 0.36 2.81 1.86
H 0.48 1.34 4.52
H 1.74 1.22 3.28
H 1.38 -0.47 4.80
H 0.99 -2.10 6.36
H -0.63 -3.81 6.34
H -1.99 -4.40 4.51
H -1.99 -3.59 2.39
H -1.33 -3.61 0.60
H 0.28 -3.25 0.02
H -2.31 -2.01 -1.00
H -1.25 -3.16 -1.80
H -0.56 -1.12 -2.79
H 0.58 -1.23 -1.46
H -2.39 -0.50 -3.21
H -3.62 0.75 -4.64
H -4.13 3.04 -4.60
H -3.54 4.56 -2.89
H -2.51 4.17 -0.90
H -3.21 3.43 0.93
H -1.54 3.96 1.07
H -2.22 1.62 2.78
H -3.15 3.06 3.15
Se 2.23 0.93 0.09
C 1.89 2.76 -0.34
C 2.55 3.78 0.36
C 2.29 5.12 0.09
C 1.38 5.48 -0.90
C 0.73 4.47 -1.60
C 0.99 3.14 -1.34
H 3.25 3.51 1.14
H 2.81 5.88 0.65
H 1.17 6.52 -1.11
H 0.01 4.73 -2.38
H 0.48 2.36 -1.90
```

As for the gap between HOMO and LUMO: 0.224 Ha. The HOMO energy is -3.22 eV. Its charge is -1.



Entry 5:
Entry from the Open Molecules 2025 dataset: one molecule with the formula C2H6N2O2 in a non-equilibrium geometry (ωB97M-V/def2-TZVPD).

Structure (XYZ):
```
12
C2H6N2O2 (ωB97M-V/def2-TZVPD)
C -0.06 0.69 -0.11
C 1.41 0.59 0.13
H -2.72 -0.93 -0.61
H -2.32 -0.43 1.12
H -0.32 -1.37 0.23
H 1.56 0.98 1.17
H 1.93 1.23 -0.61
H 1.92 -0.94 -0.93
N -2.12 -0.39 0.08
N -0.74 -0.52 -0.30
O -0.53 1.81 -0.16
O 1.98 -0.73 0.00
```

As for the SMILES: NNC(=O)CO. As for the gap between HOMO and LUMO: 0.383 Ha. The HOMO energy is -9.74 eV.



Entry 6:
Entry from the Open Molecules 2025 dataset: a 3-piece molecular cluster, C3H12N2O2 overall in a non-equilibrium geometry (ωB97M-V/def2-TZVPD).

Structure (XYZ):
```
19
C3H12N2O2 (ωB97M-V/def2-TZVPD)
C 1.97 0.62 0.60
C 1.30 -0.65 0.05
N -0.11 -0.75 0.52
C -0.70 -1.96 0.41
N -1.85 -2.22 0.92
H 1.33 1.46 0.33
H 2.91 0.74 0.06
H 2.15 0.43 1.65
H 1.22 -0.56 -1.05
H 1.77 -1.60 0.27
H -0.43 0.12 0.92
H -0.09 -2.59 -0.26
H -1.97 -3.24 0.92
H -2.89 0.68 0.84
H -2.34 1.61 -0.17
O -2.14 1.28 0.71
H -0.06 2.14 -1.46
H -0.13 2.63 -2.88
O 0.07 1.83 -2.38
```

The spin multiplicity is 2. As for the gap between HOMO and LUMO (spin up / spin down): 0.105 / 0.325 Ha. The HOMO energy (spin up / spin down) is 0.80 / -5.35 eV. Its charge is -1.